Computed, not measured: C10H10OP2 in the gas phase in a non-equilibrium geometry, with ωB97M-V with the def2-TZVPD basis set.

Geometry as XYZ:
```
23
Properties=species:S:1:pos:R:3
P -0.405 -1.076 -0.911
P -2.431 0.967 -2.133
O -1.125 -2.350 -0.805
C 0.017 1.140 0.935
C -0.127 -0.582 3.116
C -0.238 -0.182 0.712
C -0.934 0.385 -2.047
C 0.227 1.581 2.218
C 1.281 -0.088 -2.681
C 0.198 0.654 -2.864
C -0.253 -1.042 1.800
C 0.069 0.746 3.266
C 1.285 -1.125 -1.604
H 0.170 1.129 4.273
H 0.109 1.518 -3.547
H -0.298 -1.164 4.003
H -2.991 -0.049 -1.431
H 0.148 2.689 2.553
H 2.102 0.111 -3.304
H -0.245 -2.110 1.431
H 2.093 -1.097 -0.876
H 1.397 -1.959 -2.216
H -0.049 1.904 0.113
```

Summary:
- E_LUMO (eV) = -0.47
- electronic energy (eV) = -31155.486
- ΔE to the lowest compared entry with this formula, charge and spin (kJ/mol) = 0.0
- SMILES string = [H]/P=C1/C=CC[P@@]1(=O)c1ccccc1
- HOMO-LUMO gap (Ha) = 0.309
- spin multiplicity = 1
- net charge = 0